1.
This record from the Open Molecules 2025 dataset describes the molecule C4H5NO2. The level of theory is wB97M-V/def2-TZVPD.

Last column: Mulliken charge in e.
Positions of all 12 atoms, in Å:
H 1.9596 1.0824 1.6724  0.246
O -1.3005 -0.0007 -2.2989  -0.529
C -1.2708 -0.9126 -0.0824  -0.670
C -0.7542 -0.1355 -1.0602  0.770
H -0.6527 0.4020 -2.8884  0.308
N 1.4071 0.2468 1.7859  -0.515
C 0.4844 0.0621 0.7729  0.220
C 0.4099 0.5090 -0.5142  -0.454
H -1.9295 -1.7554 -0.1361  0.404
H 1.1547 1.1004 -1.0243  0.324
H 1.0021 0.1860 2.7117  0.261
O -0.5102 -0.7844 1.0616  -0.366

Computed properties:
Charge: 0
Frontier orbital gap (eV): 8.442
Total energy (eV): -9813.1235
SMILES: Nc1cc(O)co1
Highest occupied orbital energy (eV): -7.6094
ΔE to the lowest compared entry with this formula, charge and spin (eV): 1.191

=====

2.
This record from the Open Molecules 2025 dataset describes a cluster of 2 separate species, C31H36N4O2 in total. The level of theory is wB97M-V/def2-TZVPD.

Last column: Mulliken charge in e.
Positions of all 73 atoms, in Å:
H -2.2810 -0.4245 5.4273  0.080
H 6.3918 3.8351 -3.8259  0.321
H -0.4451 3.6459 6.6762  0.368
H -4.8753 -3.4098 -3.4388  0.307
C -0.9369 1.3136 5.4434  2.249
H 0.9478 1.0525 -3.6309  0.687
O 1.3403 -2.3437 0.6322  -0.698
C 4.2267 1.6213 -2.9958  0.873
H 0.2947 -4.5900 1.9625  0.221
C -2.9854 -0.2756 -1.8183  -0.754
C 0.1085 1.8092 3.3060  -1.146
C 4.1980 1.5191 -1.5810  -0.828
C -1.4945 -1.2082 -3.5031  -0.749
C -0.0588 -4.3091 0.9622  -0.455
N -3.8868 -1.5806 -3.6571  0.186
C -0.0710 2.1067 4.6384  -0.635
H 5.1166 1.7159 -1.0234  0.447
H -3.9959 -0.1299 -1.4359  0.423
C 1.8135 0.9375 -1.6407  0.409
O -3.1400 -2.7868 -0.0097  -0.689
N 5.3634 2.0280 -3.6426  0.084
H 0.5785 2.5386 7.6327  0.319
H -1.9974 -4.6869 1.8143  0.205
C -0.5935 0.7436 2.6953  0.098
C -0.4220 -0.7376 -2.7737  -0.730
H -1.1398 -0.3045 0.9212  0.014
C 0.2117 -2.8145 0.7195  -0.001
H -2.1060 0.9503 -0.3379  0.583
C 0.4906 0.9697 0.4548  -0.537
C 5.6972 1.5875 -4.9804  -1.144
H 5.6322 2.4242 -5.6942  0.354
N -0.9828 -2.1498 0.6063  0.293
C 3.0447 1.3368 -3.7262  -0.655
H -5.8682 -1.9894 -3.0965  0.290
H 3.0764 0.9600 0.1416  0.538
H -1.3449 -1.7786 -4.4196  0.469
H -2.0231 -0.8549 3.0289  0.430
C -0.5795 0.0797 -1.6214  0.838
C 3.0374 1.1296 -0.9360  -0.787
H -4.6072 -2.5158 -1.9099  0.251
H 0.7882 2.4025 2.6988  0.347
H 5.0314 0.7815 -5.3060  0.349
H -2.6557 1.5553 8.1488  0.312
H -2.4899 0.0791 7.1685  0.295
C -1.5571 -4.4372 0.8417  -0.470
H 1.2844 1.5999 0.8698  0.211
C -1.9082 0.3091 -1.1935  -0.247
H 0.4813 -4.9145 0.2269  0.252
H -1.8788 -5.1844 0.1155  0.289
C -1.4752 -0.0354 3.4939  -0.935
C 6.2554 3.0235 -3.0938  -1.113
C -4.0434 -1.4997 -5.0903  -1.201
C -0.4598 0.4636 1.3018  0.755
H -1.0233 3.0542 8.2417  0.314
H 3.0628 1.3826 -4.8177  0.359
H 5.8418 3.4406 -2.1705  0.393
H -3.8320 -2.4680 -5.5668  0.350
C -1.9411 0.8753 7.6666  -0.940
H 7.2415 2.5816 -2.8880  0.323
C -0.4598 2.7774 7.3434  -1.121
C -2.8078 -1.0272 -3.0042  0.043
H 0.5823 -0.9990 -3.1088  0.857
N -1.1342 1.6444 6.7452  0.085
H 6.7321 1.2153 -4.9862  0.354
H -1.3091 0.4379 8.4570  0.328
C -2.0112 -3.0351 0.4276  -0.067
H -3.3726 -0.7388 -5.5057  0.344
C 0.5681 0.6608 -0.9332  0.057
C 1.8602 1.1006 -3.0477  -0.777
C -1.6184 0.2137 4.8403  -0.975
H -5.0830 -1.2264 -5.3271  0.358
H 0.4546 2.9623 5.0622  0.224
C -4.8585 -2.4100 -2.9741  -0.878

Computed properties:
Charge: 0
Frontier orbital gap (eV): 5.917
Total energy (eV): -42784.4894
Highest occupied orbital energy (eV): -7.1373
ΔE to the lowest compared entry with this formula, charge and spin (eV): 0.000

=====

3.
This record from the Open Molecules 2025 dataset describes a structure of composition C8H20O2Sb at a distorted geometry. The level of theory is wB97M-V/def2-TZVPD.

Last column: Mulliken charge in e.
Positions of all 31 atoms, in Å:
H 2.5828 -2.0316 -1.6571  -0.085
H 4.2147 0.3689 0.4012  -0.081
H -3.0364 0.2161 -2.2423  0.220
H 2.2868 1.4153 -1.8193  0.339
H 0.9358 0.1851 -1.7291  0.329
C -0.1277 0.6606 0.6078  -0.256
H -2.8584 1.3796 2.4195  0.335
H -0.2834 -0.2932 -0.0107  0.171
H -1.2128 2.5817 1.1780  0.359
H 0.9929 2.5231 -0.1805  0.307
Sb 3.3955 -0.8386 -0.6153  0.334
H 0.0711 0.2948 1.6856  0.217
H -1.9390 1.7512 -0.3431  0.167
H 2.8782 -2.4289 1.7362  0.332
C -3.7312 -0.5187 -1.7187  -0.824
C -1.4424 1.5724 0.6845  -0.591
C 2.2672 -1.6823 1.1074  -1.046
C -2.5439 0.7230 1.5416  -0.474
H -4.8121 -0.1295 -1.6823  0.281
O -3.6465 0.2362 0.7314  -0.416
O -2.5038 -1.7327 0.0792  -0.544
C -3.2067 -0.7390 -0.2064  0.671
H 4.6803 -2.0149 -0.2479  -0.167
C 1.8116 0.6261 -1.1199  -1.229
H 1.9868 1.5272 0.9867  0.300
H -2.0100 -0.1852 2.0101  0.355
H 4.3968 -0.3566 -2.0054  -0.147
H 1.9907 -0.8063 1.8052  0.138
H -3.6659 -1.5581 -2.2044  0.288
C 1.2031 1.4332 0.1444  -0.440
H 1.3261 -2.1791 0.6638  0.159

Computed properties:
Charge: -1
Frontier orbital gap (eV): 6.193
Total energy (eV): -19247.1063
Highest occupied orbital energy (eV): -3.3382

=====

4.
This record from the Open Molecules 2025 dataset describes a structure of composition C24H15AsF5OReSbSe4 at a distorted geometry. The level of theory is wB97M-V/def2-TZVPD.

Last column: Mulliken charge in e.
Positions of all 52 atoms, in Å:
C 3.4440 -2.4946 -0.3176  -0.393
C 1.5152 -3.4740 2.2631  0.584
F -0.8142 0.6583 -2.0163  -0.288
H -4.2995 -4.6127 -0.7374  0.438
H 2.5168 -3.8635 -3.8132  0.510
C 2.5662 0.8744 -4.3361  0.311
C 1.3101 1.0251 -4.9308  0.617
C 1.4984 0.6081 -2.1905  0.257
C -1.5110 -4.0844 1.1061  -0.436
F 1.2253 1.2109 -6.2112  -0.218
C 0.2437 0.7482 -2.8221  0.493
Sb -1.2930 1.6560 4.1111  0.978
C -2.7267 -4.6266 0.7178  -0.784
C 2.7677 -3.4639 -2.8397  -0.760
F -1.0385 1.1079 -4.7431  -0.235
H 0.7298 -3.4615 -2.1489  0.547
Re 0.8296 0.1670 0.7592  0.526
Se -1.7050 3.8545 3.3332  -0.080
Se -1.2833 0.3995 1.4385  0.029
C 2.3790 -5.6107 2.9065  -0.754
C 0.1328 0.9681 -4.1694  -0.047
H 1.2792 -2.0186 3.8364  -0.240
C 2.1114 -2.7592 -0.6488  0.695
H 5.4715 -2.5359 -1.0068  0.480
F 3.6490 0.9222 -5.0728  -0.228
H -3.2804 -2.8308 -2.1097  0.487
H 2.6890 -6.6142 2.6479  0.445
C -0.9212 -3.1151 0.2964  0.514
H 2.1671 -3.5270 5.5738  0.459
C -3.3530 -4.1815 -0.4391  -0.579
H 4.8690 -3.3840 -3.2474  0.472
C 1.7622 -3.2353 -1.9111  -0.141
As 0.8312 -2.4931 0.7470  0.803
C 2.4722 -5.1619 4.2180  -0.593
H -3.1843 -5.4001 1.3195  0.455
Se -0.9032 -0.2007 5.5185  -0.097
C 2.6625 0.6756 -2.9743  0.265
C 4.0935 -3.2044 -2.5144  -0.526
H -1.0277 -4.4156 2.0166  0.460
H 3.7030 -2.1422 0.6762  0.383
Se 1.9891 0.2987 2.6642  0.027
C 1.9027 -4.7689 1.9144  -0.398
H 1.8423 -5.1129 0.8883  0.502
O 1.5344 0.4059 -0.8793  -0.117
H -1.0960 -1.8737 -1.4651  0.409
C 4.4352 -2.7228 -1.2534  -0.817
C -2.7776 -3.1828 -1.2191  -0.794
H 2.8494 -5.8242 4.9857  0.442
F 3.8274 0.5279 -2.3885  -0.315
C -1.5556 -2.6465 -0.8556  -0.114
C 1.5973 -3.0217 3.5694  0.012
C 2.0881 -3.8702 4.5513  -0.645

Computed properties:
Charge: +3
Frontier orbital gap (spin up / spin down) (eV): 5.131 / 5.133
Total energy (eV): -371626.3848
Highest occupied orbital energy (spin up / spin down) (eV): -17.2560 / -17.2573
ΔE to the lowest compared entry with this formula, charge and spin (eV): 0.000